# C40H32MnNO3PSTe

C40H32MnNO3PSTe as an isolated structure (the ωB97M-V functional and the def2-TZVPD basis, the Open Molecules 2025 dataset).

Structure (XYZ):
```
80
Properties=species:S:1:pos:R:3:forces:R:3:mulliken_spin:R:1
Mn 0.396488 0.279869 -0.060463 0.431 -1.237 -1.598 2.951
O -1.191148 -2.606704 -2.420393 0.203 0.018 -0.111 0.036
C -0.219868 -1.942877 -2.074508 -0.111 -0.092 -0.101 0.048
O -0.320889 -1.089360 -1.106557 -0.686 -0.769 -0.183 0.028
C 1.094757 -2.142172 -2.764606 0.280 -0.085 -0.119 -0.005
C 1.183906 -3.241980 -3.617564 -0.055 0.069 0.026 -0.004
C 2.344382 -3.507798 -4.319290 -0.030 0.036 0.055 0.000
C 3.438509 -2.668143 -4.178929 0.007 -0.013 -0.047 0.000
C 3.367936 -1.578199 -3.333503 -0.074 0.067 0.086 0.000
C 2.207667 -1.306339 -2.611750 -0.218 -0.150 0.261 -0.001
P 2.154488 0.163811 -1.536794 0.839 0.159 -1.052 -0.126
C 1.977338 1.504431 -2.763528 -0.246 0.048 0.334 0.007
C 0.756122 2.178353 -2.770297 -0.037 -0.232 0.343 -0.004
C 0.508687 3.162031 -3.711424 -0.053 0.104 -0.134 0.012
C 1.484557 3.487444 -4.641252 -0.098 -0.038 0.104 0.000
C 2.709062 2.837230 -4.621824 0.075 -0.057 -0.030 0.000
C 2.958487 1.842209 -3.693322 -0.107 -0.005 0.078 -0.004
C 3.853491 0.314400 -0.924138 -0.142 0.072 0.128 -0.003
C 4.544841 -0.812814 -0.484524 -0.076 0.033 -0.051 -0.001
C 5.787153 -0.674185 0.102543 0.030 -0.083 -0.026 -0.001
C 6.342657 0.584728 0.268511 -0.016 0.084 -0.008 -0.002
C 5.652632 1.708734 -0.155197 0.141 0.063 0.094 0.000
C 4.405154 1.578141 -0.738704 -0.136 -0.118 -0.119 0.001
H 0.316463 -3.876839 -3.709531 -0.049 -0.042 -0.052 0.000
H 2.397030 -4.362042 -4.976702 -0.006 -0.079 -0.037 0.000
H 4.349177 -2.862177 -4.724429 0.081 -0.022 -0.065 0.000
H 4.226399 -0.933007 -3.219308 0.090 -0.004 -0.022 0.000
H -0.004234 1.917241 -2.019293 0.202 0.208 -0.423 0.048
H -0.440626 3.674313 -3.728576 -0.099 0.043 0.039 0.001
H 1.290770 4.248441 -5.381614 -0.012 0.082 -0.042 0.000
H 3.470955 3.103606 -5.338430 0.069 0.009 -0.070 0.000
H 3.915379 1.341089 -3.690193 0.075 -0.046 0.007 0.000
H 4.106282 -1.794583 -0.607781 0.034 -0.054 0.001 -0.003
H 6.323533 -1.550833 0.430249 0.066 -0.094 0.059 0.000
H 7.306489 0.689442 0.740614 0.156 0.018 0.005 0.000
H 6.088136 2.689500 -0.032763 0.045 0.093 0.022 0.000
H 3.852056 2.451008 -1.060402 0.056 0.093 -0.041 0.000
S -3.229983 1.470184 2.456207 -0.520 0.324 0.463 0.078
C -2.064187 0.960158 1.531457 0.457 -0.371 -0.494 0.034
N -1.221651 0.532080 0.811764 -1.384 0.248 0.919 -0.026
Te -3.029431 -1.784148 -0.577555 -0.702 -0.437 0.742 0.901
C -2.547537 -3.797674 -0.055389 0.041 0.308 -0.060 0.047
C -1.922730 -4.128113 1.137827 0.044 0.293 0.049 -0.026
C -1.708711 -5.460477 1.454282 0.036 -0.019 0.044 0.004
C -2.106851 -6.457653 0.579346 0.016 0.004 0.008 0.006
C -2.702174 -6.123031 -0.625779 -0.042 -0.083 0.005 0.002
C -2.919520 -4.794885 -0.946643 -0.091 0.298 -0.164 -0.032
C -4.587407 -1.645549 0.901299 0.325 0.000 -0.282 0.010
C -4.391142 -1.886172 2.254529 0.251 -0.100 0.010 -0.004
C -5.463991 -1.854841 3.127942 0.065 -0.019 0.028 -0.005
C -6.738000 -1.581195 2.658575 -0.003 0.013 -0.041 0.025
C -6.935086 -1.320361 1.313377 -0.139 0.025 0.018 -0.012
C -5.863236 -1.338452 0.439491 0.242 0.000 -0.315 0.001
H -1.590190 -3.351638 1.814007 -0.019 0.002 0.083 -0.020
H -1.232141 -5.720764 2.388432 0.032 0.012 0.054 0.000
H -1.948758 -7.494899 0.834526 0.021 -0.067 0.012 0.000
H -3.004374 -6.898907 -1.314149 -0.018 -0.016 -0.055 0.000
H -3.372391 -4.524907 -1.889631 -0.043 -0.078 -0.102 -0.014
H -3.399597 -2.091393 2.633511 0.017 -0.030 0.057 0.001
H -5.306451 -2.045879 4.178056 0.046 -0.007 0.103 -0.001
H -7.574727 -1.566979 3.340722 -0.059 0.005 0.047 0.001
H -7.926490 -1.109245 0.942318 -0.070 0.046 -0.044 0.000
H -6.017479 -1.135688 -0.612321 -0.107 0.037 -0.056 -0.002
C 2.818881 2.933181 2.041687 -0.410 -0.007 -0.121 -0.005
C 2.286339 1.564159 1.741110 -0.506 0.173 -0.528 -0.008
O 1.302220 1.446984 0.971777 1.977 1.786 2.100 0.019
C 2.934991 0.376141 2.286699 0.039 -0.593 0.082 0.007
C 4.187061 0.436636 2.912030 -0.364 0.135 -0.173 -0.012
C 4.822753 -0.720768 3.315549 0.051 -0.081 0.098 0.005
C 4.223946 -1.956389 3.123050 -0.070 0.152 -0.024 -0.008
C 2.968741 -2.029438 2.534736 -0.026 -0.155 0.009 0.022
C 2.330344 -0.880020 2.121655 -0.542 0.249 -0.293 0.106
H 2.167751 3.668371 1.574084 0.029 0.030 0.043 -0.001
H 3.825568 3.045386 1.640583 0.044 -0.073 0.001 -0.002
H 2.861796 3.112363 3.115537 -0.011 -0.045 0.032 -0.001
H 4.669579 1.388912 3.061957 0.069 0.108 0.008 -0.001
H 5.795515 -0.659095 3.778731 0.084 0.005 0.053 0.000
H 4.727115 -2.857642 3.437603 0.046 -0.084 0.036 0.000
H 2.489070 -2.986811 2.399049 -0.045 -0.089 0.001 0.000
H 1.314170 -0.958115 1.689736 0.613 0.021 0.335 -0.067
```
Positions in Å, forces in eV/Å.

net charge: +1
HOMO level (alpha / beta): -10.33 / -9.73 eV
calculated total energy: -3982.2989 a.u.
LUMO level (alpha / beta): -3.125 / -4.722 eV
multiplicity: 5
HOMO-LUMO gap (alpha / beta): 7.205 / 5.004 eV